Record 1
{
  "formula": "C3H5O3",
  "method": "ωB97M-V/def2-TZVPD",
  "elements": ["C", "C", "O", "H", "H", "H", "H", "O", "C", "O", "H"],
  "coordinates": [[-2.0287, 0.3325, -1.3522], [-0.9153, -0.1914, -0.8213], [0.3405, 0.0542, -1.2149], [-2.9943, -0.1145, -1.1363], [-2.0693, 0.9087, -2.2728], [-0.9234, -1.0629, -0.1508], [0.9299, -0.1619, -0.2244], [1.2069, -0.5626, 0.9377], [1.8710, 0.0644, 1.8439], [2.3362, -0.3230, 2.9012], [2.2465, 1.0565, 1.4899]],
  "forces_ev_per_a": [[-0.7, -0.5, -0.5], [1.0, -0.8, -1.2], [-0.1, 0.4, 1.1], [0.1, 0.0, 0.4], [0.5, 0.4, 0.3], [-0.6, 0.6, 0.4], [-0.6, 0.3, -0.9], [0.3, -0.5, 1.4], [1.3, 0.4, -1.8], [-0.6, -0.5, 0.6], [-0.5, 0.3, 0.1]],
  "lowdin_charge": [-0.066, -0.382, -0.138, 0.009, 0.023, 0.102, 0.025, -0.077, -0.556, -0.052, 0.112],
  "charge": -1,
  "homo_energy_ev": -4.35,
  "largest_force_ev_per_a": 2.2,
  "relative_energy_kcal_mol": 13.9,
  "lumo_energy_ev": 4.3
}

Record 2
{
  "formula": "C4H10NP",
  "method": "ωB97M-V/def2-TZVPD",
  "elements": ["C", "C", "C", "C", "N", "P", "H", "H", "H", "H", "H", "H", "H", "H", "H", "H"],
  "coordinates": [[-0.2131, -0.5118, 1.2585], [-0.3427, -0.6882, -1.3383], [-1.2037, 1.3194, -0.0057], [-0.1769, 0.2723, -0.1432], [2.8347, -0.7155, 0.2896], [1.5804, 0.9878, -0.1464], [-1.2219, -0.9673, 1.3111], [0.6098, -1.2112, 1.2397], [-0.1339, 0.1987, 2.1088], [-0.2961, -0.2692, -2.3827], [0.4761, -1.5874, -1.1856], [-1.3178, -1.2847, -1.3961], [-2.1905, 1.0408, 0.0035], [-1.0653, 1.8236, 0.9476], [-1.0898, 2.0447, -0.8236], [3.7507, -0.4520, 0.2629]],
  "forces_ev_per_a": [[-0.6, 0.5, -1.2], [0.8, -3.2, -0.3], [2.0, 2.8, -0.7], [1.2, -2.3, 1.4], [-8.1, 3.1, -1.1], [3.5, -4.5, 1.0], [0.6, -0.1, 0.1], [-0.1, -0.4, 0.4], [0.2, -0.4, -0.6], [0.5, 0.0, 1.2], [-1.8, 2.4, -0.7], [0.9, 1.1, 0.7], [-2.3, -1.4, -0.2], [0.1, 0.4, 0.0], [-0.2, 0.2, 0.2], [3.4, 1.9, -0.3]],
  "lowdin_charge": [-0.134, -0.150, -0.165, -0.890, -0.145, 0.997, 0.086, 0.024, 0.074, 0.073, 0.116, 0.086, 0.056, 0.075, 0.083, -0.188],
  "charge": 0,
  "homo_energy_ev": [-8.88, -8.87],
  "smiles": "[H]/N=P/C(C)(C)C",
  "largest_force_ev_per_a": 8.8,
  "relative_energy_kcal_mol": 97.1,
  "lumo_energy_ev": [-1.6, -1.6]
}

Record 3
{
  "formula": "CFNO2S2",
  "method": "ωB97M-V/def2-TZVPD",
  "elements": ["C", "N", "O", "O", "F", "S", "S"],
  "coordinates": [[-1.2288, 0.2671, 0.1474], [-0.7783, 0.5068, 1.1626], [1.4621, -1.1317, 0.4602], [1.9927, 1.1933, 0.2612], [-0.9457, -0.4948, -2.1246], [-2.1670, -0.4781, -1.0438], [1.6650, 0.1374, 1.1370]],
  "forces_ev_per_a": [[-1.9, -1.2, -1.0], [0.5, 1.2, 1.7], [0.2, 0.7, 1.0], [0.4, 1.7, -0.6], [-0.7, -0.2, -0.1], [1.2, 0.4, -0.7], [0.4, -2.5, -0.4]],
  "lowdin_charge": [-0.578, 0.064, -0.447, -0.418, -0.438, 1.000, 0.818],
  "charge": 0,
  "homo_energy_ev": -10.79,
  "largest_force_ev_per_a": 2.6,
  "relative_energy_kcal_mol": 15.7,
  "lumo_energy_ev": -1.6
}

Record 4
{
  "formula": "C16H26N3",
  "method": "ωB97M-V/def2-TZVPD",
  "elements": ["N", "C", "C", "C", "C", "C", "N", "C", "C", "C", "C", "C", "C", "C", "C", "C", "C", "C", "N", "H", "H", "H", "H", "H", "H", "H", "H", "H", "H", "H", "H", "H", "H", "H", "H", "H", "H", "H", "H", "H", "H", "H", "H", "H", "H"],
  "coordinates": [[4.6269, 0.7100, -5.2637], [5.3438, 0.6871, -4.1883], [3.2692, 0.9297, -4.9824], [3.1631, 0.8073, -3.6618], [1.1649, 0.4386, -0.6398], [0.9876, -0.2917, 0.4808], [4.4454, 0.6719, -3.1183], [-4.6564, -0.3978, 1.5969], [-3.6471, 0.6586, 1.0599], [-3.8774, -1.7759, 1.8086], [0.5821, 0.1627, -3.1734], [-2.2632, 0.7268, 1.8490], [-2.5972, -1.5810, 2.6100], [-0.3591, -0.6095, 2.5947], [1.8245, 1.0343, -2.9504], [1.4221, -0.1076, -1.9615], [-1.6850, -0.6415, 1.8298], [0.7828, 0.2172, 1.8744], [2.0154, 0.1570, 2.6502], [6.4035, 0.6798, -4.1315], [2.4244, 1.1424, -5.7157], [1.2132, 1.5172, -0.6957], [0.9650, -1.3319, 0.3207], [4.5194, 0.9279, -2.1525], [-5.0590, -0.0971, 2.5882], [-5.4875, -0.5796, 0.8648], [-3.5019, 0.3527, 0.0198], [-4.2230, 1.7065, 1.0103], [-4.4744, -2.4698, 2.4177], [-3.6610, -2.2582, 0.8439], [0.6255, -0.5734, -3.9466], [-0.3551, 0.7102, -3.1821], [-1.6073, 1.5102, 1.3413], [-2.5626, 0.9900, 2.8699], [-2.0342, -2.4908, 2.8259], [-2.8715, -1.2644, 3.6166], [-0.6242, -0.1325, 3.5523], [0.0648, -1.5988, 2.9092], [1.7286, 2.0645, -2.8335], [2.0696, -1.0293, -1.9309], [-1.5821, -1.0977, 0.8376], [0.4936, 1.2821, 1.7699], [2.0356, 0.6962, 3.5251], [2.7300, 0.3691, 2.0081], [2.2282, -0.8216, 2.8524]],
  "forces_ev_per_a": [[0.3, 1.2, -2.4], [-3.2, -0.1, 0.4], [1.2, -0.9, -1.2], [-1.9, 0.6, 0.7], [-0.7, -0.2, 1.3], [0.7, 1.3, -0.7], [-1.2, 0.3, 0.3], [1.1, -1.1, 0.4], [-1.5, 1.7, -0.1], [-0.9, 0.2, 0.5], [0.9, 1.1, -0.4], [-2.2, 1.3, -2.2], [-0.2, -0.2, -0.5], [1.3, 0.6, 0.3], [2.2, -3.8, -0.9], [0.9, 0.5, 0.1], [1.2, -1.0, 1.5], [-3.3, 0.3, -0.9], [0.3, -1.2, 1.1], [0.5, -0.3, 0.2], [1.7, -0.6, 0.9], [-0.5, 0.3, 0.9], [0.0, -1.4, 0.1], [0.8, -0.2, 0.2], [0.0, -0.1, -0.7], [0.7, 0.4, 0.8], [0.5, 0.3, 0.0], [1.5, -2.1, 0.2], [-0.3, 0.1, -0.5], [-0.1, 0.2, 0.2], [0.1, -0.4, -0.3], [0.1, -0.2, 0.6], [-0.9, -0.8, 0.9], [0.6, 0.3, 0.0], [-0.3, -0.5, -0.5], [0.1, 0.7, 0.0], [0.3, 0.1, -0.1], [-0.4, 0.4, -0.7], [-0.9, 1.5, 1.3], [-0.8, 1.0, -0.5], [0.1, 0.4, 0.0], [0.3, -0.5, 0.4], [0.0, 0.0, -0.4], [1.6, 1.2, -0.7], [-0.2, -0.2, 0.5]],
  "lowdin_charge": [0.039, -0.169, -0.088, -0.269, -0.047, -0.070, 0.088, -0.180, -0.188, -0.184, -0.029, -0.160, -0.196, -0.120, -0.158, -0.228, -0.375, -0.311, 0.230, 0.109, 0.143, 0.123, 0.112, 0.134, 0.111, 0.119, 0.097, 0.147, 0.110, 0.113, 0.108, 0.117, 0.129, 0.125, 0.115, 0.126, 0.128, 0.134, 0.120, 0.172, 0.151, 0.154, 0.195, 0.146, 0.177],
  "charge": 1,
  "homo_energy_ev": -11.07,
  "smiles": "[NH3+][C@@H](/C=C/[C@H]1C[C@@H]1c1cnc[nH]1)CC1CCCCC1",
  "largest_force_ev_per_a": 4.5,
  "relative_energy_kcal_mol": 60.2,
  "lumo_energy_ev": -3.5
}

Record 5
{
  "formula": "C25H27IN2O5Sn",
  "method": "ωB97M-V/def2-TZVPD",
  "elements": ["Sn", "C", "O", "C", "C", "O", "C", "C", "O", "C", "H", "H", "H", "H", "H", "H", "H", "H", "H", "H", "H", "H", "H", "H", "C", "C", "C", "C", "C", "C", "N", "N", "C", "C", "C", "C", "C", "C", "H", "H", "H", "H", "H", "H", "H", "H", "H", "I", "C", "C", "C", "C", "C", "C", "C", "O", "O", "H", "H", "H", "H"],
  "coordinates": [[-0.2081, -0.3290, -0.0767], [-1.4566, 1.5778, -1.7690], [-1.2240, 0.2212, -1.3902], [-2.3056, -0.6363, -1.7471], [-1.9589, -2.0175, -1.2622], [-1.6658, -1.8753, 0.1170], [-1.4059, -3.0693, 0.8445], [-1.3619, -2.6478, 2.2913], [-0.6449, -1.4357, 2.2691], [-0.1421, -1.0092, 3.5334], [-1.6397, 1.6472, -2.8434], [-2.3138, 1.9872, -1.2284], [-0.5594, 2.1383, -1.5169], [-3.2302, -0.2880, -1.2749], [-2.4408, -0.6537, -2.8327], [-2.7971, -2.7016, -1.4205], [-1.0855, -2.3985, -1.8059], [-2.1693, -3.8350, 0.6842], [-0.4314, -3.4626, 0.5335], [-2.3601, -2.4634, 2.7010], [-0.8690, -3.4267, 2.8806], [0.6726, -1.6566, 3.8657], [0.2308, 0.0054, 3.4068], [-0.9375, -1.0142, 4.2815], [-4.1457, 1.6164, 3.5704], [-3.6625, 2.8856, 3.2679], [-2.7434, 3.0524, 2.2521], [-2.3056, 1.9382, 1.5231], [-2.7934, 0.6645, 1.8319], [-3.7100, 0.5091, 2.8542], [-1.4050, 2.0304, 0.4648], [-1.1354, 3.1510, 0.0053], [-0.2585, 3.1900, -1.0475], [0.0514, 4.4083, -1.6668], [0.8986, 4.4689, -2.7583], [1.4779, 3.3167, -3.2748], [1.1979, 2.0851, -2.6655], [0.3590, 2.0692, -1.6027], [-4.8620, 1.4931, 4.3714], [-4.0147, 3.7473, 3.8181], [-2.3438, 4.0267, 2.0093], [-2.4575, -0.1838, 1.2442], [-4.0973, -0.4727, 3.0920], [-0.4099, 5.2940, -1.2473], [1.1090, 5.4262, -3.2155], [2.1325, 3.3599, -4.1335], [1.6511, 1.1726, -3.0285], [8.1727, -3.6406, -1.5517], [6.2380, -2.9425, -1.2717], [5.6231, -2.2025, -2.2945], [4.3559, -1.7132, -2.0832], [3.7040, -1.9521, -0.8666], [4.3203, -2.7173, 0.1333], [5.5894, -3.2111, -0.0554], [2.3444, -1.3818, -0.6094], [1.7381, -1.6896, 0.4490], [1.8328, -0.5945, -1.4456], [6.1346, -2.0227, -3.2299], [3.8575, -1.1406, -2.8528], [3.7897, -2.9032, 1.0565], [6.0711, -3.7942, 0.7171]],
  "forces_ev_per_a": [[10.9, -1.0, 9.8], [-5.6, -6.1, -4.2], [-7.8, 2.0, -9.1], [-1.7, -1.1, -0.9], [-0.5, -0.6, -1.0], [-0.8, 0.0, -0.9], [0.7, -1.3, 0.9], [0.0, 0.1, 0.0], [0.4, 0.1, 0.2], [0.1, 0.0, 0.2], [0.6, -0.2, -0.1], [0.4, -0.2, -0.6], [-11.1, -0.8, 0.3], [0.2, 0.1, 0.0], [0.1, 0.1, 0.1], [0.1, 0.1, 0.0], [0.0, -0.2, 0.0], [-0.1, 0.3, -0.3], [-0.1, 0.1, 0.0], [-0.1, -0.1, 0.0], [0.0, 0.1, 0.0], [0.0, 0.0, -0.1], [0.0, 0.0, 0.0], [0.0, 0.0, 0.0], [0.0, 0.0, 0.0], [0.0, 0.0, -0.1], [0.2, -0.1, -0.2], [-0.6, 0.3, 0.9], [0.1, 0.4, -0.3], [-0.1, -0.1, 0.0], [0.3, -0.7, 0.8], [0.5, 1.8, 1.8], [3.9, 7.5, 1.5], [-0.2, 0.7, 0.7], [-0.4, 0.6, 0.1], [0.1, -1.1, 0.6], [0.9, 0.4, -2.2], [12.0, -1.3, 1.5], [0.0, 0.0, 0.0], [0.0, 0.0, 0.0], [0.0, 0.0, 0.0], [-0.3, 0.1, 0.3], [0.0, 0.0, 0.0], [0.1, 0.1, -0.1], [-0.1, 0.0, 0.0], [0.2, 0.0, 0.1], [-0.2, -0.1, 0.0], [0.0, 0.0, 0.0], [-0.1, 0.1, 0.1], [0.3, -0.5, 0.5], [-0.5, 0.1, 0.4], [-0.2, 0.1, 0.2], [-0.5, 0.4, -0.2], [0.3, 0.1, -0.7], [1.4, -0.4, -0.5], [-1.5, -0.2, 0.4], [-1.4, 0.1, -0.4], [0.0, 0.0, 0.0], [0.0, 0.0, 0.0], [0.0, 0.0, 0.0], [0.1, 0.0, -0.1]],
  "lowdin_charge": [1.622, 0.019, -0.353, -0.084, -0.129, -0.280, -0.106, -0.157, -0.327, -0.035, 0.191, 0.172, -0.182, 0.166, 0.173, 0.173, 0.162, 0.161, 0.150, 0.140, 0.157, 0.110, 0.101, 0.105, -0.031, -0.035, 0.016, -0.234, -0.035, -0.049, -0.038, 0.116, -0.274, 0.083, 0.001, 0.033, 0.009, -0.094, 0.123, 0.123, 0.119, 0.067, 0.114, 0.141, 0.131, 0.134, 0.121, 0.945, -0.717, -0.131, -0.018, -0.133, -0.014, -0.129, -0.606, -0.053, -0.069, 0.101, 0.115, 0.119, 0.102],
  "charge": 2,
  "homo_energy_ev": [-12.52, -12.51],
  "largest_force_ev_per_a": 14.7,
  "relative_energy_kcal_mol": 320.5,
  "lumo_energy_ev": [-7.7, -8.1]
}